Record 1
ORCA calculation (ωB97M-V/def2-TZVPD) on a 4-piece molecular cluster, C2H12N2O3 overall.

Structure (XYZ):
```
19
Properties=species:S:1:pos:R:3:forces:R:3:mulliken_charge:R:1
O -1.249 2.994 3.459 0.03 -0.03 -0.05 -0.63
O 0.030 2.438 -2.753 0.15 0.67 -0.22 -0.61
O 2.085 0.664 -0.612 0.22 -0.06 -0.11 -0.62
N -0.880 -2.247 0.243 0.25 1.51 -0.44 -0.58
N 0.153 -1.505 -1.659 -0.33 -0.49 -0.47 -0.46
C 0.168 -2.202 -0.499 -0.69 0.12 1.40 0.04
C -0.588 -1.984 1.667 1.52 -0.08 -0.71 -0.82
H -1.771 3.465 4.114 0.02 0.03 0.00 0.32
H -0.178 -2.894 2.118 -0.83 0.05 0.83 0.32
H -0.787 -1.234 -1.912 0.15 0.19 -0.25 0.26
H 1.100 -2.623 -0.115 0.57 0.50 -0.36 0.44
H 2.048 1.360 0.048 -0.16 0.02 0.01 0.30
H 0.241 -1.251 1.789 -0.13 -0.33 -0.41 0.25
H -0.356 2.926 -3.492 -0.25 -0.39 -0.04 0.31
H 1.212 0.608 -1.018 -0.07 0.04 0.13 0.33
H -0.513 3.577 3.250 -0.05 0.01 0.05 0.31
H -1.386 -1.398 2.116 -0.51 -1.03 0.32 0.33
H 0.655 3.104 -2.436 0.13 -0.34 0.28 0.31
H 0.876 -1.515 -2.358 -0.03 -0.37 0.03 0.22
```
Positions in Å, forces in eV/Å.

LUMO in eV: 0.4600
HOMO in eV: -8.01
SMILES: C/N=C/N.O.O.O
Strongest force on any atom in Eh/bohr: 0.0326



Record 2
ORCA calculation (ωB97M-V/def2-TZVPD) on C46H56IrN4O2PTe as an isolated structure.

Structure (XYZ):
```
111
Properties=species:S:1:pos:R:3:forces:R:3:mulliken_charge:R:1
Ir 0.162 0.439 -0.704 -0.51 -0.16 0.23 4.86
Te -0.019 3.014 -0.497 0.08 -0.10 0.01 -0.02
P -1.280 -0.102 1.004 0.26 0.31 -0.24 2.78
O 2.067 -0.224 0.349 0.15 0.12 0.11 -0.97
O -3.962 -1.845 -2.684 0.04 0.06 0.09 -0.32
N 1.503 0.729 -2.484 -0.12 -0.10 0.12 -0.71
N 0.372 -1.672 -1.424 0.08 0.23 0.25 -0.47
N -1.222 1.020 -3.312 -0.59 0.14 -0.54 -0.09
N -1.870 -1.088 -2.171 -0.05 -0.52 0.10 2.39
C -3.464 -1.801 -0.397 -0.05 0.03 0.04 -0.35
C -1.965 -1.287 -5.888 -0.07 0.08 -0.05 0.03
C -0.416 -2.404 2.420 0.03 -0.02 -0.06 -0.88
C -2.172 1.513 3.149 -0.13 -0.08 -0.02 0.07
C -0.167 1.361 -4.260 0.15 -0.11 0.21 -0.60
C 1.345 -0.927 3.980 0.00 -0.03 0.03 -1.10
C 6.089 -0.743 3.423 0.00 0.01 0.00 0.45
C 5.906 0.599 3.100 -0.02 -0.03 -0.02 -0.96
C -3.361 -1.529 1.973 0.07 -0.01 -0.09 -0.71
C 1.759 -0.589 -3.116 0.12 -0.06 0.02 0.47
C -1.579 -0.215 -6.915 -0.03 0.00 0.01 -1.57
C -2.240 1.217 1.792 -0.07 -0.08 -0.01 1.38
C 3.290 -2.429 1.521 -0.03 0.00 -0.02 -1.06
C 4.878 1.018 2.277 -0.03 -0.10 -0.03 0.99
C 4.789 2.488 1.958 0.00 -0.01 -0.07 -1.60
C -1.492 5.318 2.862 0.09 0.05 0.06 -0.70
C -3.543 -1.926 -4.098 0.03 -0.04 -0.07 -1.25
C 1.686 -1.720 -2.124 0.03 -0.02 0.03 -0.76
C -3.143 1.902 0.976 -0.09 -0.11 -0.01 -0.72
C 0.380 -3.041 3.363 -0.02 0.00 0.06 -0.93
C -4.521 -2.282 2.121 -0.01 0.00 0.03 -0.73
C 1.141 1.713 -3.536 -0.08 0.01 -0.03 -1.35
C 4.166 -1.337 2.066 0.01 0.04 -0.03 0.94
C -3.974 2.867 1.512 -0.04 -0.05 0.05 -0.95
C 1.248 -2.302 4.153 -0.06 0.01 0.06 -0.94
C -2.997 2.497 3.681 -0.07 -0.10 -0.03 -0.84
C 0.339 3.262 2.554 0.11 0.22 0.00 -0.03
C -4.660 -2.554 -0.227 -0.04 -0.01 0.05 -1.04
C 0.149 3.837 3.801 0.05 0.07 0.00 -0.53
C -2.173 0.006 -3.374 0.24 0.21 -0.20 -1.05
C -1.317 4.731 1.615 0.11 0.02 -0.01 -0.70
C -2.698 -0.744 -4.619 -0.03 -0.07 0.08 0.73
C -3.115 -1.607 -1.753 0.04 0.02 -0.03 1.16
C 0.568 -0.292 3.026 -0.05 0.01 0.00 -0.60
C 3.979 0.041 1.754 0.03 0.05 0.08 0.58
C 2.893 0.501 0.953 0.08 -0.13 -0.21 -0.66
C -0.768 4.870 3.956 0.08 0.04 -0.03 -0.82
C -3.896 3.168 2.868 -0.07 -0.09 -0.05 -0.85
C -5.178 -2.806 1.016 0.00 -0.01 -0.02 -1.01
C -2.767 -1.270 0.743 -0.01 -0.05 0.07 0.56
C 7.207 -1.175 4.316 0.02 0.00 0.02 -1.54
C -0.776 -2.139 -2.206 -0.09 0.00 0.01 -1.01
C -0.338 -1.022 2.254 -0.10 -0.01 0.08 0.86
C 5.208 -1.690 2.894 -0.02 0.01 0.03 -0.97
C -0.398 3.699 1.459 -0.04 0.07 -0.01 0.38
C -0.840 -2.302 -5.726 0.03 0.01 0.03 -1.40
H -6.079 -3.393 1.129 0.00 0.01 0.00 0.47
H -3.090 0.408 -2.938 0.09 0.05 0.12 0.34
H -0.031 0.541 -4.953 0.03 -0.08 -0.03 -0.04
H 1.850 -2.797 4.904 0.01 -0.01 -0.01 0.47
H 3.519 -3.370 2.016 0.01 -0.01 0.00 0.46
H 0.732 3.498 4.648 0.00 0.00 0.00 0.50
H -0.903 5.334 4.923 0.00 0.01 0.01 0.47
H 3.896 2.949 2.377 -0.14 0.03 0.03 0.25
H -0.456 2.230 -4.854 0.01 -0.04 -0.06 0.62
H -1.888 5.092 0.769 -0.01 -0.01 0.00 0.46
H -2.791 -1.831 -6.364 0.00 -0.04 0.02 0.57
H 0.462 -2.201 -0.560 -0.06 -0.12 -0.05 0.26
H 4.795 2.680 0.885 0.00 -0.01 0.00 0.40
H -1.624 -0.647 -7.914 0.00 0.00 0.00 0.46
H 7.751 -2.010 3.875 0.00 0.00 0.01 0.39
H 6.809 -1.521 5.273 0.00 0.00 0.00 0.35
H -2.936 2.732 4.735 0.00 0.00 -0.01 0.53
H 2.437 -1.606 -1.347 0.01 -0.04 -0.02 -0.31
H 1.943 1.770 -4.278 -0.01 0.02 -0.01 0.53
H 0.311 -4.113 3.488 -0.01 0.00 0.00 0.49
H 5.358 -2.736 3.138 0.01 -0.01 -0.01 0.48
H -1.195 -3.044 -1.766 0.05 -0.06 -0.09 0.46
H -4.913 -2.453 3.116 0.00 0.00 0.00 0.52
H 2.361 1.052 -2.043 0.03 0.02 -0.08 0.22
H 1.086 2.492 2.429 0.16 0.05 -0.07 0.36
H 1.069 2.694 -3.068 -0.03 -0.01 0.02 0.33
H -1.598 1.841 -2.858 0.17 -0.03 0.19 0.52
H 2.784 1.584 0.841 -0.04 0.10 0.06 0.16
H -5.162 -2.942 -1.101 0.01 0.00 0.01 0.57
H -2.255 0.641 -6.900 0.00 0.00 0.00 0.39
H -2.914 -1.121 2.869 0.01 0.00 0.02 0.46
H 0.997 -0.732 -3.877 0.00 -0.03 -0.04 -1.01
H -1.077 -3.136 -5.061 -0.02 0.00 0.01 0.40
H -4.678 3.391 0.879 0.00 0.00 0.00 0.50
H 2.723 -0.602 -3.631 0.00 0.03 0.02 0.88
H -1.103 -3.000 1.831 -0.03 0.00 0.01 0.45
H -4.492 -2.009 -4.617 0.04 -0.01 -0.06 0.33
H 1.846 -2.683 -2.614 -0.06 0.02 -0.05 0.61
H -1.443 -0.436 -1.360 0.14 0.50 -0.19 -3.23
H 3.469 -2.564 0.451 -0.01 0.00 -0.01 0.32
H 0.095 -1.837 -5.404 0.01 0.02 0.05 0.12
H -0.634 -2.750 -6.698 0.02 0.02 0.00 0.57
H -3.202 1.678 -0.085 0.02 0.01 0.00 0.05
H 0.651 0.781 2.888 -0.03 -0.20 0.07 0.21
H 7.905 -0.365 4.511 0.00 0.00 0.00 0.39
H 6.598 1.333 3.494 0.00 0.00 0.00 0.37
H -3.011 -2.874 -4.185 0.01 0.02 0.03 0.43
H 5.644 3.007 2.384 -0.01 0.00 -0.01 0.43
H -3.392 -0.010 -5.038 -0.02 0.03 0.09 0.76
H -0.509 -2.330 -3.240 0.08 0.06 -0.04 0.04
H 2.029 -0.349 4.588 0.00 0.00 0.00 0.51
H 2.232 -2.206 1.662 0.12 -0.03 -0.07 -0.01
H -1.494 0.983 3.802 0.02 0.01 0.00 0.46
H -2.197 6.132 2.975 0.00 0.01 0.00 0.51
H -0.559 0.145 -6.791 0.02 0.04 0.04 0.43
H -4.537 3.932 3.288 -0.01 0.00 0.00 0.49
```
Positions in Å, forces in eV/Å.

LUMO (alpha / beta) in eV: -9.8370 / -9.8572
Total charge: +3
HOMO (alpha / beta) in eV: -14.38 / -14.32
Expectation value of S²: 0.757
Strongest force on any atom in Eh/bohr: 0.0157
2S+1: 2



Record 3
ORCA calculation (ωB97M-V/def2-TZVPD) on a 2-piece molecular cluster, C2H5OP overall.

Structure (XYZ):
```
9
Properties=species:S:1:pos:R:3:forces:R:3:mulliken_charge:R:1
P 1.287 -0.901 -0.560 -0.96 0.39 -0.20 0.02
O 0.352 -1.184 3.535 -1.80 -0.11 -0.87 -0.30
C -0.058 0.366 -0.829 1.90 3.27 1.64 -0.92
C -0.417 -1.472 2.679 1.73 -0.20 -0.06 0.07
H -0.510 0.910 0.057 0.60 -1.26 -0.28 0.27
H 1.918 -0.022 0.279 0.96 0.38 0.78 0.01
H 0.279 1.340 -1.351 -0.20 -1.85 0.02 0.30
H -0.816 -0.114 -1.304 -2.37 -0.97 -1.82 0.34
H -1.505 -1.336 2.450 0.16 0.36 0.79 0.23
```
Positions in Å, forces in eV/Å.

LUMO (alpha / beta) in eV: -0.7706 / 0.3249
HOMO (alpha / beta) in eV: -8.11 / -8.26
Strongest force on any atom in Eh/bohr: 0.0801



Record 4
ORCA calculation (ωB97M-V/def2-TZVPD) on C51H56As2Br2CdN2O5 as an isolated structure.

Structure (XYZ):
```
119
Properties=species:S:1:pos:R:3:forces:R:3:mulliken_charge:R:1
Cd -0.668 0.231 -0.786 -0.34 0.28 -0.74 2.95
Br -0.770 3.753 -2.201 -0.02 0.08 0.21 -0.03
Br -3.160 1.060 -1.654 -0.38 0.29 -0.61 -0.22
As 0.682 -2.035 -1.244 1.01 -1.65 -0.43 1.20
As 2.100 -1.718 2.120 0.84 -0.54 0.08 0.56
O 0.398 0.793 3.141 -0.15 0.14 0.35 -0.71
O -0.083 -0.083 1.157 0.12 -0.44 0.67 0.43
O -2.339 -1.735 0.156 0.41 -0.13 0.16 0.18
O -0.605 0.073 -2.900 0.36 -0.31 -0.22 -0.49
O -2.897 0.128 1.249 -0.07 0.18 0.13 -0.52
N -4.660 -2.570 -0.231 -0.30 0.02 -0.10 -0.44
N -0.525 2.378 0.163 -0.11 0.39 0.11 -0.26
C -4.880 -2.211 2.133 -0.07 -0.05 -0.03 -0.80
C -4.617 -1.512 0.780 0.30 0.31 0.13 0.34
C 0.958 -2.990 3.104 -0.07 0.07 -0.07 0.22
C -0.933 3.537 -0.320 0.10 0.26 -0.29 0.22
C 0.359 -4.316 -3.209 0.27 0.04 0.22 -0.54
C -1.048 0.643 -5.210 0.14 -0.21 0.36 -0.53
C 4.467 -1.759 -3.203 0.02 -0.09 -0.05 -0.74
C -3.199 -0.933 0.775 -0.63 -0.18 -0.10 -0.95
C -3.338 1.994 -4.339 -0.04 -0.17 0.20 -0.37
C 5.106 -0.191 4.575 0.13 0.06 0.11 -0.65
C -0.533 2.211 1.486 0.11 0.02 0.44 0.39
C -5.240 3.004 -6.331 0.20 0.00 -0.05 -1.80
C -1.345 0.612 -3.817 -0.54 0.44 -0.24 0.13
C -1.434 4.394 1.831 0.11 -0.13 -0.13 -0.33
C -1.414 4.578 0.456 0.03 -0.12 -0.13 -0.88
C -1.708 -4.783 -4.342 -0.06 0.02 -0.04 -0.60
C -3.204 4.460 -6.247 -0.12 -0.11 -0.13 -1.65
C -5.275 -3.754 0.352 -0.13 -0.40 0.13 -0.75
C 0.798 0.700 -6.916 -0.10 -0.08 0.09 -2.00
C 2.857 -0.226 -1.570 -0.39 0.06 0.16 -0.83
C -0.542 -1.388 -6.516 0.14 0.20 0.09 -1.63
C 4.389 -2.771 3.882 -0.10 -0.21 -0.14 -0.08
C 4.075 -0.417 3.683 -0.30 0.06 -0.27 -0.48
C -0.024 0.857 1.998 -0.08 0.57 0.25 0.48
C 4.910 -0.522 -2.768 0.05 0.08 0.07 -0.61
C 1.156 -0.632 -4.872 -0.20 -0.08 0.02 -2.11
C -0.968 3.201 2.359 0.08 -0.11 -0.11 -1.25
C 3.690 -1.709 3.323 -0.24 0.22 -0.19 0.41
C -4.796 -3.704 1.799 -0.08 0.07 -0.07 -0.47
C -0.381 -5.088 -4.089 0.02 -0.05 -0.06 -0.96
C 5.771 -1.264 5.142 0.05 0.07 0.03 -0.41
C 4.103 0.246 -1.945 0.11 0.06 -0.01 -0.86
C 5.413 -2.552 4.788 0.07 -0.12 0.04 -0.76
C -2.982 2.094 -5.670 -0.01 -0.14 0.00 -0.15
C -3.480 2.757 -8.061 -0.02 0.05 0.26 -2.06
C -2.291 -3.701 -3.705 -0.08 -0.04 0.04 -1.21
C -2.562 1.243 -3.490 -0.11 -0.17 0.33 0.31
C 0.087 -0.153 -5.852 0.18 -0.10 -0.06 2.96
C 2.398 -1.467 -1.999 -0.08 0.07 -0.02 1.47
C -0.201 -3.209 -2.578 -0.06 0.28 0.20 1.04
C 1.463 -3.494 -0.110 -0.26 0.06 -0.01 -1.07
C -0.802 -4.752 4.385 -0.11 0.01 0.01 -0.62
C -1.870 1.360 -6.067 -0.21 0.21 0.06 -0.85
C -1.195 -3.457 4.093 -0.15 -0.10 0.12 -0.70
C -1.540 -2.925 -2.838 0.02 0.34 0.20 -0.35
C -0.321 -2.583 3.467 0.00 0.28 -0.15 0.12
C 2.650 -3.065 0.740 0.21 0.20 0.17 -1.42
C -3.726 3.054 -6.581 -0.06 0.09 -0.04 2.10
C 1.331 -4.298 3.390 0.22 -0.05 -0.09 -0.01
C 3.223 -2.229 -2.818 -0.18 -0.17 0.04 -0.30
C 0.468 -5.170 4.028 0.00 -0.17 0.07 -0.88
H -1.480 -5.429 4.887 -0.03 -0.04 0.00 0.38
H 1.752 0.248 -7.173 0.10 -0.09 -0.08 0.45
H -1.993 -2.061 -2.361 -0.02 -0.04 -0.12 -0.07
H -5.612 1.985 -6.418 -0.05 -0.10 0.01 0.39
H -0.941 3.003 3.421 0.05 -0.01 0.00 0.51
H -2.435 2.896 -8.321 0.16 -0.02 -0.10 0.35
H 5.385 0.819 4.837 -0.01 0.08 0.02 0.39
H -3.361 4.678 -5.194 -0.04 0.08 0.13 0.34
H -6.371 -3.720 0.316 0.04 0.00 -0.03 0.38
H 0.987 1.700 -6.531 0.06 0.13 -0.01 0.36
H 3.095 -3.943 1.214 -0.01 0.02 0.00 0.56
H -1.621 1.347 -7.112 0.09 0.04 -0.19 0.39
H 5.098 -2.366 -3.836 0.01 -0.04 -0.06 0.42
H -2.284 -5.383 -5.032 -0.03 -0.06 -0.03 0.40
H 4.144 -3.792 3.622 -0.05 -0.06 -0.02 0.17
H -5.414 -4.308 2.458 0.05 -0.06 0.03 0.48
H 5.885 -0.164 -3.059 0.09 0.05 -0.04 0.34
H -4.155 -1.904 2.887 -0.10 0.01 0.00 0.28
H 4.452 1.205 -1.591 -0.03 0.07 0.02 0.44
H -0.928 -2.063 -5.755 -0.07 -0.12 0.07 0.15
H 3.531 0.420 3.255 0.05 0.00 0.08 0.32
H 1.639 0.209 -4.378 0.04 0.02 0.16 0.54
H 1.920 -1.189 -5.412 0.08 -0.05 -0.15 0.71
H 0.214 0.781 -7.828 -0.04 0.09 -0.15 0.44
H -2.136 4.522 -6.444 0.14 0.04 -0.04 0.33
H 0.206 -1.914 -7.105 0.09 -0.14 -0.10 0.45
H -3.764 -4.045 1.873 0.05 -0.09 -0.02 0.11
H -5.328 -0.696 0.605 0.21 -0.11 0.00 0.40
H -0.627 -1.570 3.246 -0.04 0.08 0.01 0.21
H -4.207 2.490 -3.946 -0.18 0.12 0.06 0.24
H -3.715 5.215 -6.841 -0.07 0.15 -0.10 0.47
H -1.363 -1.092 -7.166 -0.09 -0.04 -0.14 0.36
H 1.760 -4.309 -0.786 -0.15 0.23 0.05 0.52
H -5.498 3.388 -5.348 -0.07 0.00 0.12 0.33
H -3.333 -3.460 -3.872 0.00 0.03 -0.07 0.48
H -5.090 -2.268 -1.097 0.05 -0.03 0.06 0.22
H -5.756 3.618 -7.067 -0.07 0.10 -0.07 0.47
H 1.382 -4.602 -3.005 0.04 -0.01 -0.01 0.22
H 2.897 -3.197 -3.172 0.00 -0.03 -0.02 0.11
H -4.933 -4.640 -0.184 -0.09 -0.06 0.06 0.36
H -3.774 1.738 -8.298 0.00 -0.16 -0.10 0.43
H 2.308 -4.663 3.106 0.03 -0.01 -0.02 0.12
H -4.068 3.433 -8.674 -0.07 0.10 -0.09 0.47
H 5.932 -3.394 5.225 0.03 -0.07 0.01 0.39
H -1.760 5.485 -0.016 0.05 0.02 0.05 0.43
H 0.657 -3.869 0.532 0.02 0.00 -0.16 0.61
H 0.725 -1.288 -4.120 0.14 0.12 -0.11 -0.54
H 3.423 -2.610 0.110 -0.06 -0.02 0.18 0.53
H 0.083 -5.936 -4.573 0.02 -0.04 -0.03 0.44
H -5.876 -1.952 2.491 0.00 0.01 0.02 0.40
H -2.191 -3.132 4.365 -0.04 0.10 0.03 0.52
H -1.788 5.187 2.473 -0.07 0.01 0.07 0.45
H 6.564 -1.098 5.857 0.08 0.01 0.04 0.37
H 2.222 0.380 -0.924 0.17 -0.02 -0.04 0.17
H -2.900 -2.496 -0.175 0.02 0.38 -0.15 0.22
H 0.784 -6.182 4.246 0.04 -0.03 0.00 0.41
```
Positions in Å, forces in eV/Å.

LUMO in eV: 0.2454
HOMO in eV: -7.35
Strongest force on any atom in Eh/bohr: 0.0385



Calculated total energy / eV: -11389.945, -78062.028, -13486.983, -333341.726